DFT (ωB97M-V/def2-TZVPD) results for a single C2H4N2S molecule in a non-equilibrium geometry.

Element x y z (Å)
1 C 0.671 0.049 -0.434
2 C -0.716 0.398 0.469
3 N 1.852 -0.362 0.044
4 N -1.804 0.956 -0.180
5 S -2.156 -0.667 -0.040
6 H 0.125 -0.705 -0.879
7 H 0.713 1.004 -0.942
8 H -0.400 0.553 1.497
9 H 1.714 -1.226 0.464

E_HOMO (alpha / beta): -9.441 / -8.933 eV

=====

DFT (ωB97M-V/def2-TZVPD) results for 3 unconnected molecules or ions with the total composition C31H62BN2O8P2 in a non-equilibrium geometry.

Element x y z (Å)
1 C 4.537 3.338 3.349
2 C 3.639 3.563 2.403
3 C 3.736 2.824 1.112
4 O 4.736 2.657 0.456
5 O 2.527 2.350 0.777
6 C 2.424 0.956 0.398
7 C 1.398 0.255 1.277
8 C 0.428 -0.596 0.449
9 C -0.419 -1.514 1.330
10 C -1.342 -0.762 2.291
11 C -2.544 -0.121 1.575
12 B -3.267 1.069 2.411
13 C -3.779 0.634 3.935
14 C -2.859 0.865 5.090
15 O -1.842 0.258 5.327
16 P -4.960 1.476 1.440
17 C -4.543 1.878 -0.328
18 C -5.634 3.101 2.021
19 P -2.107 2.623 2.464
20 O -0.701 2.464 2.906
21 O -2.876 3.743 3.399
22 O -2.100 3.361 0.990
23 H 4.294 3.535 4.385
24 H 5.520 2.955 3.108
25 H 2.804 4.232 2.548
26 H 3.411 0.497 0.475
27 H 2.134 0.923 -0.654
28 H 0.841 1.012 1.832
29 H 1.904 -0.393 1.997
30 H -0.202 0.092 -0.120
31 H 1.021 -1.216 -0.234
32 H 0.274 -2.132 1.916
33 H -1.000 -2.206 0.715
34 H -1.733 -1.490 3.004
35 H -0.775 0.001 2.821
36 H -2.251 0.219 0.574
37 H -3.297 -0.907 1.419
38 H -4.693 1.198 4.151
39 H -4.026 -0.432 3.917
40 H -3.180 1.657 5.806
41 H -4.865 2.895 -0.567
42 H -3.471 1.828 -0.512
43 H -5.044 1.194 -1.011
44 H -6.629 3.242 1.595
45 H -5.028 3.964 1.720
46 H -5.714 3.102 3.107
47 H -2.753 4.643 3.083
48 H -2.719 4.093 0.936
49 C 4.826 6.181 -5.245
50 C 4.475 4.803 -5.824
51 C 2.956 4.628 -5.891
52 C 2.315 4.465 -4.514
53 C 2.962 3.318 -3.740
54 C 4.491 3.402 -3.660
55 N 5.068 3.687 -5.017
56 O 5.194 2.619 -5.717
57 C 4.924 4.458 -2.634
58 C 5.043 2.077 -3.148
59 C 5.078 4.764 -7.225
60 H 4.591 6.942 -5.991
61 H 4.265 6.439 -4.353
62 H 5.890 6.246 -5.016
63 H 2.728 3.746 -6.498
64 H 2.529 5.490 -6.412
65 H 2.384 5.396 -3.945
66 H 1.249 4.261 -4.632
67 H 2.569 3.278 -2.721
68 H 2.688 2.373 -4.219
69 H 6.005 4.606 -2.666
70 H 4.669 4.105 -1.635
71 H 4.443 5.425 -2.757
72 H 4.713 1.231 -3.746
73 H 4.694 1.934 -2.124
74 H 6.134 2.082 -3.137
75 H 6.165 4.839 -7.180
76 H 4.694 5.611 -7.795
77 H 4.820 3.849 -7.752
78 C -4.245 -7.198 2.519
79 C -3.763 -6.229 1.430
80 C -3.530 -6.979 0.117
81 C -2.305 -7.890 0.160
82 C -1.057 -7.109 0.572
83 C -1.222 -6.301 1.864
84 N -2.503 -5.521 1.827
85 O -2.361 -4.425 1.177
86 C -1.163 -7.222 3.091
87 C -0.063 -5.318 2.009
88 C -4.868 -5.189 1.262
89 H -5.272 -7.488 2.296
90 H -3.671 -8.118 2.578
91 H -4.233 -6.717 3.498
92 H -3.403 -6.249 -0.689
93 H -4.429 -7.555 -0.119
94 H -2.473 -8.730 0.841
95 H -2.145 -8.328 -0.827
96 H -0.210 -7.788 0.697
97 H -0.793 -6.422 -0.238
98 H -1.409 -6.665 3.996
99 H -0.147 -7.605 3.195
100 H -1.819 -8.085 3.030
101 H 0.041 -4.679 1.137
102 H 0.860 -5.887 2.134
103 H -0.200 -4.678 2.881
104 H -5.003 -4.616 2.179
105 H -5.802 -5.705 1.032
106 H -4.652 -4.492 0.457

total charge: -1
spin multiplicity: 3
expectation value of S²: 2.01
E_HOMO (alpha / beta): -4.113 / -4.113 eV

=====

DFT (ωB97M-V/def2-TZVPD) results for a molecular structure, C18H27NO3 in a non-equilibrium geometry.

Element x y z (Å)
1 C 6.136 1.827 0.586
2 C 5.274 0.660 0.546
3 O 5.601 -0.316 0.977
4 C 3.808 0.870 -0.013
5 C 2.909 -0.368 -0.146
6 C 1.536 -0.146 -0.423
7 C 1.072 1.055 -0.784
8 C 2.000 2.283 -1.065
9 C 3.262 2.159 -0.561
10 H 4.005 2.946 -0.477
11 H 1.618 3.416 -1.293
12 H 0.047 1.372 -1.420
13 O 0.696 -1.241 -0.633
14 C 1.035 -2.245 0.034
15 C -0.227 -3.261 -0.270
16 O -0.697 -3.364 -1.358
17 H -0.723 -2.596 -1.760
18 C -1.405 -2.897 0.903
19 N -1.676 -1.356 0.817
20 H -1.030 -0.817 1.245
21 C -2.506 -0.930 -0.372
22 C -3.254 0.497 0.231
23 C -4.220 0.311 1.194
24 C -4.929 1.575 1.682
25 C -5.473 2.355 0.030
26 C -4.319 2.410 -0.808
27 C -3.737 0.873 -1.164
28 H -2.940 1.383 -1.952
29 H -4.577 0.352 -1.478
30 H -4.813 2.798 -1.617
31 H -3.629 3.185 -0.472
32 H -5.947 3.120 0.413
33 H -6.232 1.587 -0.106
34 H -5.664 1.234 2.237
35 H -4.149 2.124 1.947
36 H -3.724 -0.067 2.053
37 H -4.947 -0.476 0.575
38 H -2.371 1.093 0.750
39 H -3.233 -1.607 -0.577
40 H -1.897 -0.621 -1.040
41 H -0.981 -3.208 1.993
42 H -2.380 -3.370 0.786
43 H -0.006 -4.305 0.157
44 H 1.256 -2.402 1.079
45 H 1.741 -2.698 -0.651
46 H 3.418 -1.191 0.373
47 H 7.129 1.398 0.938
48 H 6.342 2.024 -0.485
49 H 5.735 2.743 0.999

E_HOMO: -7.188 eV

=====

DFT (ωB97M-V/def2-TZVPD) results for 2 unconnected molecules or ions with the total composition C3H10S2 in a non-equilibrium geometry.

Element x y z (Å)
1 S 1.518 3.206 0.512
2 S 0.340 2.464 2.142
3 H 1.524 2.164 -0.365
4 H 1.275 1.834 2.843
5 C 0.137 -2.032 -0.500
6 C -0.063 -0.590 -0.044
7 C -1.290 0.018 -0.789
8 H -0.710 -2.662 -0.275
9 H 1.087 -2.419 -0.111
10 H 0.369 -2.012 -1.573
11 H 0.795 0.068 -0.073
12 H -0.321 -0.552 1.021
13 H -1.318 1.080 -0.541
14 H -1.163 -0.102 -1.853
15 H -2.180 -0.466 -0.394

total charge: -1
spin multiplicity: 2
expectation value of S²: 0.75
E_HOMO (alpha / beta): 0.038 / -4.339 eV